# C11H15N2

An isolated ion of composition C11H15N2 and charge +1 in a non-equilibrium geometry (ωB97M-V with the def2-TZVPD basis set, the OMol25 dataset).

```
28
Properties=species:S:1:pos:R:3:forces:R:3
C 2.450825 1.175627 0.067881 1.7 -2.2 0.3
C 2.746699 -1.266058 0.088316 1.4 -0.2 1.2
C -2.776121 -0.146600 -1.256623 1.6 -3.6 1.8
H 5.685960 0.313375 0.135951 1.6 0.3 -0.3
C 4.186813 -1.137181 0.077240 -5.0 3.3 -0.5
C -0.107969 -1.439970 0.642498 -0.1 -1.9 1.1
H 1.932473 2.018281 0.325034 -1.5 2.2 0.1
N 0.546645 -0.316830 0.329999 -3.9 3.1 -0.4
C 1.884129 -0.074627 0.234894 3.2 -3.4 -1.7
C -0.540596 0.684496 -0.203661 0.9 -3.2 -1.2
H 4.798082 -1.885038 0.346834 1.9 -2.9 0.3
C 4.675626 0.135470 -0.055493 -1.2 1.1 0.5
N -1.862488 -0.059059 -0.052264 0.1 -2.3 0.6
C -2.635447 0.556590 1.034204 -1.5 0.3 -0.7
H -3.655874 0.204541 1.126297 -0.1 -0.5 -0.6
C 3.833201 1.256824 -0.070327 -0.1 -0.9 -0.2
C -1.442775 -1.418960 0.379379 1.7 -0.4 0.7
H 2.481550 -2.368528 0.241687 -0.5 1.9 -0.4
H 0.531192 -2.242841 1.171939 -1.6 1.2 -1.2
H -2.717529 1.579846 0.764261 0.0 1.2 0.3
H 4.273713 2.221058 -0.122961 0.3 0.7 0.0
H -2.364057 -0.634943 -2.100589 0.9 -1.5 -0.2
H -2.182929 -2.099277 0.746272 -0.3 -0.1 -0.2
H -0.445819 0.763319 -1.284380 0.6 0.5 0.0
H -0.652778 1.594959 0.304066 0.5 1.2 0.7
H -3.701997 -0.592002 -0.977321 -0.6 0.1 0.2
H -2.756124 0.746670 -1.615578 -1.3 6.1 -1.8
H -2.234243 0.339766 1.970661 1.3 0.1 1.4
```
Forces are in eV/Å.

Calculated values
structure (SMILES): C[N+]1(C)C=CN(c2ccccc2)C1
frontier orbital gap: 8.732 eV
net charge: +1
calculated total energy: -14620.778 eV
HOMO: -11.32 eV
energy relative to the best compared isomer or geometry (same formula, charge and spin): 68.3 kcal per mole

---

# C26H40CaCl2N3O3

C26H40CaCl2N3O3 as an isolated structure in a non-equilibrium geometry (ωB97M-V with the def2-TZVPD basis set, the OMol25 dataset).

```
75
Properties=species:S:1:pos:R:3:forces:R:3
N 1.872853 -3.052757 -1.620420 0.0 -0.4 -0.1
H 0.375105 -3.033892 2.373220 0.0 0.1 0.2
C 1.038036 1.522150 -3.031969 0.4 -0.3 -0.7
N -4.345492 -2.015339 1.736372 -0.3 -0.4 0.3
C 0.223656 -2.096498 2.912654 -2.4 0.1 2.0
H 1.719190 3.386956 -4.789302 -0.1 0.2 0.1
C -0.324354 0.377120 4.149419 0.7 0.2 -0.3
C 1.167518 5.240003 -3.779712 0.1 -0.1 0.2
O 2.057419 1.034192 -2.363446 0.5 -1.4 3.0
H -4.564364 -4.103088 1.830902 0.1 0.0 0.0
H 3.559696 2.585927 4.725025 0.2 -0.1 -0.1
H -0.516857 1.371505 4.555262 -0.3 -0.2 0.1
H 4.530623 -0.844679 3.656069 0.1 0.0 0.0
H -6.429246 -2.292728 1.475943 0.2 0.1 0.0
C -1.188944 -0.698039 4.349923 0.0 0.0 0.1
H 3.710748 -3.830513 -0.923632 -0.1 0.2 -0.1
C 1.869511 1.241807 3.237552 0.3 0.2 -0.2
C 0.849700 0.171699 3.388019 -2.0 -0.1 1.4
N 3.171631 0.717374 3.853305 -0.4 0.4 0.4
H 0.090010 2.904412 -0.859445 0.1 0.3 -0.4
H -1.588217 -2.782415 3.921964 0.0 0.3 0.0
C -0.920261 -1.932532 3.751184 0.5 -0.5 -0.7
H -5.835555 -0.606690 1.497763 -0.1 -0.3 0.2
H 0.089978 -4.068268 -2.070824 0.2 0.0 0.1
C -0.399342 -0.580907 -3.823701 -0.2 -0.3 -0.5
H -2.473093 0.489125 -5.048017 0.0 0.3 0.1
C 1.092198 -1.053858 2.850564 2.5 -0.8 -2.4
C -3.902107 -3.318697 2.212354 -0.2 0.1 0.0
C 1.224538 -1.964625 -1.175273 -1.0 0.8 0.3
H 1.463172 5.881168 -4.612965 0.0 -0.1 0.3
C 0.252112 4.958301 -1.554064 0.3 -0.3 -0.2
H 3.025445 -1.013632 2.658872 -0.5 0.1 0.0
H 4.896350 1.390433 4.840899 0.0 0.1 -0.2
H 3.732265 -2.118274 -1.471917 0.0 -0.2 -0.1
C 1.156804 -4.275068 -1.970763 0.3 0.1 0.0
H -3.928596 -0.300942 0.667978 0.0 -0.4 0.3
C 3.805130 -0.325431 3.025499 1.4 -0.1 -0.2
C -5.723299 -1.598006 1.952583 0.3 0.1 0.0
H -2.764511 2.258076 -5.061056 0.2 -0.3 0.3
C 4.114056 1.805068 4.198881 0.0 0.0 0.0
H -5.951324 -1.547210 3.024968 0.1 0.0 -0.2
H -3.929722 -3.339138 3.307532 0.0 0.0 -0.1
H -2.882245 -3.478706 1.858371 -0.2 0.0 0.1
H 1.518617 1.297725 -3.993941 -1.6 0.6 -1.9
H -0.159290 5.370123 -0.630398 0.1 0.0 -0.3
C 1.311672 3.853140 -3.890580 -0.2 0.5 0.2
H 1.604272 2.151113 3.785134 0.1 -0.1 -0.1
H -0.617601 -0.561248 -4.905130 0.3 -0.1 0.2
C -0.436504 0.808184 -3.249101 0.7 1.4 -0.2
O -2.394576 -1.656848 0.613212 -1.7 0.3 0.6
C -1.531686 1.589071 -3.421307 0.2 -0.1 0.0
C -3.529058 -1.280150 0.991013 1.5 0.0 -0.9
O -0.021185 -1.888049 -1.089680 1.4 -0.2 -0.3
Cl -4.195727 -0.147256 -1.887904 -0.4 -0.2 0.0
C -2.637554 1.370599 -4.412647 -0.7 -0.4 0.1
H -3.594763 1.203491 -3.893257 0.3 0.1 -0.3
H 0.545102 6.880197 -2.507508 0.0 -0.3 -0.1
H 0.567441 -1.067722 -3.649839 -0.2 0.2 -0.1
C 0.392910 3.570424 -1.677785 -0.1 0.5 0.4
H 2.887516 0.265207 4.733606 -0.2 0.1 -0.4
H 3.653152 -3.456203 -2.663989 -0.1 0.2 0.2
H -1.638673 2.533648 -2.877414 0.5 -0.1 -0.3
H 4.316844 0.164050 2.194520 -0.1 0.0 0.0
H 4.544806 2.196878 3.273395 -0.1 0.0 0.2
H -1.193734 -1.232959 -3.407173 0.3 0.1 -0.1
H 1.558204 -4.660840 -2.916220 -0.2 0.1 0.1
H 2.090249 1.489016 2.188896 -0.1 -0.1 0.2
Cl -0.718912 1.368550 0.765067 -0.4 0.1 0.0
C 3.328838 -3.117185 -1.670227 -0.3 0.1 0.1
H 1.320663 -5.048131 -1.205805 -0.1 0.2 -0.1
Ca -1.742403 -0.204807 -1.056210 1.2 0.1 0.3
C 0.905873 3.028962 -2.848183 -0.4 -0.5 -0.4
H -2.078972 -0.570047 4.971241 0.2 0.0 -0.2
H 1.877984 -1.108083 -0.913004 -0.4 -0.2 -0.2
C 0.646307 5.795764 -2.605330 0.0 0.0 -0.1
```
Forces are in eV/Å.

Calculated values
frontier orbital gap: 5.232 eV
net charge: -1
calculated total energy: -81708.085 eV
HOMO: -3.03 eV

---

# C4H6N2

A 2-piece molecular cluster, C4H6N2 overall in a non-equilibrium geometry (ωB97M-V with the def2-TZVPD basis set, the OMol25 dataset).

```
12
Properties=species:S:1:pos:R:3:forces:R:3
C 0.224125 0.419780 1.139408 0.2 0.2 0.1
H 0.578660 -2.343904 -1.123664 -0.6 0.4 0.1
N 1.269749 1.082280 1.392666 -0.2 -0.3 0.1
C -1.125997 -0.155887 -0.764378 0.1 -0.7 -0.6
H 0.977312 -0.943135 -2.093778 -0.4 0.1 0.1
H 1.856479 0.553682 2.038527 0.0 0.2 0.1
H -0.363257 1.778706 -0.400347 0.0 -0.2 0.1
H -0.024752 -0.562421 1.557315 0.1 0.2 0.1
H -1.686046 1.330163 0.691777 0.1 -0.3 -0.2
C -0.797418 0.950150 0.167783 0.1 0.0 0.0
N -1.703743 -0.868426 -1.503227 1.1 0.3 0.5
C 0.616238 -1.233092 -1.090477 -0.4 0.2 -0.2
```
Forces are in eV/Å.

Calculated values
frontier orbital gap: 8.726 eV
net charge: 0
calculated total energy: -7220.215 eV
HOMO: -9.06 eV
energy relative to the best compared isomer or geometry (same formula, charge and spin): 124.0 kcal per mole

---

# C18H17N5O

One molecule with the formula C18H17N5O in a non-equilibrium geometry (ωB97M-V with the def2-TZVPD basis set, the OMol25 dataset).

```
41
Properties=species:S:1:pos:R:3:forces:R:3
C 0.964137 -1.162180 -1.410875 5.1 0.2 4.3
C 0.093278 0.092647 0.505319 2.1 -0.2 2.3
C -2.157108 1.497042 3.936353 1.7 -1.1 -1.2
H -3.144096 2.013463 -1.345748 -0.3 0.6 -1.3
C -1.171650 -1.000328 4.366853 -0.4 0.2 1.5
H 2.030414 -0.946787 0.578608 -0.6 0.1 -0.4
C 2.098337 -1.909640 -2.093845 -0.5 0.1 -0.7
C -3.171271 1.783052 -0.327929 -0.5 0.1 0.6
H -6.027546 1.903964 -0.134553 0.0 2.0 0.9
H 0.194528 0.422240 1.586675 -0.2 -0.3 -1.5
H -2.443406 2.488177 3.663214 -0.2 0.6 0.4
H -2.029305 0.046625 -2.212138 0.5 0.6 0.8
C -2.246339 1.066081 0.371321 0.1 -0.1 0.2
H 4.381231 -0.358942 -1.360822 0.1 0.3 0.0
N 1.931033 -2.575167 -3.181029 -1.2 0.4 0.4
H 0.723101 -2.790175 -4.776412 -0.5 -1.1 -0.4
C -5.372960 2.805917 0.181018 -1.7 -2.3 1.4
N 3.420573 -2.014839 -1.649582 0.2 0.7 1.9
H 0.418200 -0.686631 -4.380125 1.9 1.8 -0.7
C -0.034275 -0.708315 -2.136825 -4.1 0.8 -3.8
N -0.959969 -0.063273 5.347217 0.6 0.4 -1.6
H -5.322561 3.432936 -0.646442 0.6 1.1 -1.4
C -2.818053 1.052275 1.647224 0.1 -0.5 1.7
C -0.116553 -1.219588 -3.671039 0.3 -0.8 3.1
C -1.295643 1.216274 5.008785 -2.3 -1.4 -0.3
C -2.298912 0.547632 2.901391 1.1 -0.2 2.2
C 0.535585 -2.637712 -3.729137 0.4 2.0 0.6
N -4.159378 2.146532 0.514585 1.3 0.8 -0.8
C -1.037758 0.453749 -0.200487 -1.5 -1.0 -2.6
C -1.803111 -0.738194 3.181853 -0.3 2.3 -0.4
O 4.166338 -1.091480 -0.774357 -1.6 -1.3 -1.6
H -0.940146 -2.078226 4.501777 0.3 1.0 0.6
H -1.847231 -1.440900 2.417951 -0.1 -1.5 -1.1
N -3.943348 1.746358 1.767767 0.2 -0.4 -1.3
H -5.639516 3.401258 1.089408 -0.5 -0.8 -0.9
C 1.132306 -0.699316 -0.004537 -1.5 -0.1 -2.2
H -0.097292 -3.330056 -3.179132 0.2 -0.6 -0.4
H 3.976050 -2.432630 -2.374231 0.5 0.0 0.0
C -1.128936 0.035744 -1.566078 1.4 -1.0 0.4
H -1.150885 2.095915 5.619001 0.7 -0.5 0.8
H -1.076082 -1.041709 -4.114475 -1.2 -0.8 0.4
```
Forces are in eV/Å.

Calculated values
structure (SMILES): Cn1cc(-c2ccc3c(c2)CCN=C3NO)c(-c2ccncc2)n1
frontier orbital gap: 8.738 eV
net charge: 0
calculated total energy: -28435.459 eV
HOMO: -8.48 eV
energy relative to the best compared isomer or geometry (same formula, charge and spin): 133.7 kcal per mole

---

# C11H12Br2N4O

One molecule with the formula C11H12Br2N4O in a non-equilibrium geometry (ωB97M-V with the def2-TZVPD basis set, the OMol25 dataset).

```
30
Properties=species:S:1:pos:R:3:forces:R:3
N -0.147886 1.532131 2.752018 1.4 0.8 -0.3
C -0.053277 0.519933 1.786894 -1.5 -2.0 1.2
C -0.472041 -1.603259 -3.112334 3.9 -2.0 -0.1
H -1.462066 -1.175919 -0.247384 1.8 0.4 -0.6
N -0.680777 -0.548502 2.279324 0.6 0.5 0.2
H 0.755238 1.390560 -1.989845 -0.2 -0.5 -0.2
N 1.398072 1.806789 0.378634 -1.3 -1.4 0.5
C -0.831814 1.003380 3.915534 1.4 3.7 0.8
H 0.031258 0.240298 -4.053435 0.3 0.3 -0.6
H -1.364590 -2.993611 -1.646172 0.2 -0.1 -0.3
C -0.396927 -1.429460 -0.593396 0.4 -1.9 3.0
H -0.844991 0.737217 -1.852281 0.6 -0.6 0.1
Br -1.825359 -1.511485 4.727251 0.1 0.1 -0.5
Br -1.199518 1.699215 5.700218 0.6 0.0 -2.0
O 0.544918 3.712747 3.348150 0.4 -4.1 -2.1
H -1.385028 -1.433626 -3.483506 -3.8 1.1 -0.8
C 0.677969 0.635493 0.484297 1.7 5.2 2.6
C 0.714212 -0.323011 -0.653808 -3.1 -0.5 -2.1
H 1.530644 -0.640237 -3.387023 -1.7 0.7 0.1
H -0.100357 -2.311817 -3.845834 0.2 -0.3 -0.4
H 0.440447 -3.059603 -1.740298 -1.0 0.6 -0.2
H 0.014802 -2.096106 0.203798 -1.0 0.3 0.0
C -1.067499 -0.224084 3.583159 -0.8 -3.8 -1.9
C 0.217561 0.414275 -1.967800 1.7 2.8 1.1
C -0.467685 -2.387295 -1.782671 1.3 1.2 -0.3
H 1.894312 3.726093 1.225487 -0.9 -1.7 0.2
H 1.673668 -0.855911 -0.761085 -0.2 0.6 -0.1
C 0.424009 -0.338715 -3.240179 0.5 -2.1 1.2
N 1.363244 2.830424 1.381630 -1.3 -3.2 0.3
C 0.619463 2.684086 2.590658 -0.1 5.9 1.2
```
Forces are in eV/Å.

Calculated values
structure (SMILES): O=c1[nH]nc(C2CCCCC2)c2nc(Br)c(Br)n12
frontier orbital gap: 8.772 eV
net charge: 0
calculated total energy: -159691.861 eV
HOMO: -9.09 eV
energy relative to the best compared isomer or geometry (same formula, charge and spin): 46.5 kcal per mole

---

# C3H6O2

One molecule with the formula C3H6O2 (ωB97M-V with the def2-TZVPD basis set, the OMol25 dataset).

```
11
Properties=species:S:1:pos:R:3:forces:R:3
O 0.677794 0.409573 1.961632 0.2 0.3 -0.1
C 0.200813 -0.178782 0.773364 -0.2 -0.3 -0.4
H -1.308796 1.142630 -0.134471 0.2 -0.2 0.0
C -0.415354 -0.308315 -1.474144 -0.2 -0.3 0.1
H 0.325227 1.555998 -0.702520 0.1 -0.3 0.3
C -0.319649 0.732080 -0.374453 0.1 0.0 0.2
H 0.300253 -0.206037 -2.316055 -0.2 0.1 0.0
H -0.664982 -0.812312 0.984735 0.2 -0.2 0.1
H 1.322644 -0.220784 2.311893 -0.2 0.4 0.1
O -1.106049 -1.295252 -1.378777 0.1 0.5 -0.3
H 0.988098 -0.818799 0.348798 -0.1 0.0 0.1
```
Forces are in eV/Å.

Calculated values
structure (SMILES): O=CCCO
frontier orbital gap: 10.708 eV
net charge: 0
calculated total energy: -7302.174 eV
HOMO: -9.90 eV
energy relative to the best compared isomer or geometry (same formula, charge and spin): 34.7 kcal per mole

---

What is the formula in the sixth record?
C3H6O2

---

The highest HOMO belongs to which entry?
C26H40CaCl2N3O3

---

The highest frontier orbital gap belongs to which entry?
C3H6O2